[1]
ORCA calculation (wB97M-V/def2-TZVPD) on C18H20CuN2O3Se2 as an isolated structure.

Output
Net charge = 0
2S+1 = 2
HOMO level (alpha / beta) = -7.665 / -7.622 eV
DFT total energy = -7476.49851 hartree
<S²> = 0.754

Cartesian coordinates (Å):
Cu (-0.403, 0.942, 0.461)
O (2.450, -0.632, -3.772)
C (1.178, -0.834, -4.151)
C (0.965, -1.349, -5.431)
C (-0.315, -1.592, -5.882)
C (-1.417, -1.329, -5.071)
C (-1.211, -0.819, -3.807)
C (0.074, -0.561, -3.324)
C (0.231, -0.002, -1.965)
O (-0.836, 0.230, -1.274)
N (1.445, 0.248, -1.528)
N (1.385, 0.787, -0.256)
C (2.476, 1.027, 0.370)
C (2.540, 1.574, 1.704)
C (3.825, 1.803, 2.226)
C (4.019, 2.323, 3.482)
C (2.895, 2.630, 4.255)
C (1.625, 2.419, 3.777)
C (1.395, 1.884, 2.491)
O (0.152, 1.709, 2.117)
H (2.438, -0.285, -2.849)
H (1.830, -1.549, -6.047)
H (-0.458, -1.991, -6.879)
H (-2.420, -1.520, -5.429)
H (-2.044, -0.600, -3.153)
H (3.411, 0.801, -0.141)
H (4.679, 1.558, 1.606)
H (5.016, 2.492, 3.863)
H (3.024, 3.043, 5.249)
H (0.756, 2.661, 4.375)
C (-0.845, -3.214, 1.704)
Se (-0.179, -1.476, 2.254)
C (-1.841, -0.863, 3.066)
C (-2.931, -0.561, 2.047)
Se (-2.765, 1.246, 1.337)
C (-4.011, 1.009, -0.123)
H (-1.122, -3.806, 2.574)
H (-0.035, -3.710, 1.175)
H (-1.689, -3.116, 1.026)
H (-1.575, 0.011, 3.660)
H (-2.183, -1.641, 3.749)
H (-3.928, -0.642, 2.480)
H (-2.869, -1.234, 1.192)
H (-3.594, 0.336, -0.869)
H (-4.194, 1.983, -0.570)
H (-4.940, 0.615, 0.282)

---

[2]
ORCA calculation (wB97M-V/def2-TZVPD) on C32H57N2O2P2Ti as an isolated structure at a distorted geometry.

Output
Net charge = +1
2S+1 = 3
HOMO level (alpha / beta) = -8.569 / -8.581 eV
DFT total energy = -3045.39495 hartree
<S²> = 2.021

Cartesian coordinates (Å):
C (2.249, -1.238, -0.823)
C (1.620, 0.779, -1.747)
C (3.304, -1.313, -1.717)
C (2.362, 0.537, -2.915)
C (3.337, -0.439, -2.822)
H (4.031, -2.105, -1.607)
H (2.326, 1.294, -3.697)
H (4.111, -0.504, -3.547)
N (1.395, -0.210, -0.813)
P (0.397, -2.595, 0.828)
P (0.139, 2.410, -0.052)
C (2.102, -2.392, 0.162)
H (2.394, -3.355, -0.304)
H (2.812, -2.294, 1.004)
C (-1.733, -0.981, 1.591)
O (-2.711, -1.413, 2.088)
C (1.118, 2.097, -1.499)
H (0.679, 2.594, -2.401)
C (-1.625, 3.419, -0.126)
C (1.609, 3.567, 0.363)
C (-0.431, -3.728, -0.461)
C (0.719, -3.498, 2.463)
C (-2.795, 2.567, 0.394)
H (-2.662, 2.263, 1.441)
H (-3.724, 3.167, 0.352)
H (-2.949, 1.667, -0.214)
C (-1.577, 4.696, 0.720)
H (-1.404, 4.470, 1.781)
H (-0.835, 5.426, 0.375)
H (-2.555, 5.203, 0.660)
C (-1.880, 3.726, -1.590)
H (-2.819, 4.292, -1.700)
H (-1.083, 4.315, -2.059)
H (-2.015, 2.790, -2.142)
C (1.478, 4.158, 1.755)
H (1.290, 3.374, 2.504)
H (2.445, 4.628, 1.975)
H (0.706, 4.929, 1.822)
C (2.899, 2.717, 0.318)
H (2.825, 1.841, 0.982)
H (3.141, 2.353, -0.683)
H (3.764, 3.341, 0.576)
C (1.603, 4.628, -0.758)
H (1.678, 4.176, -1.755)
H (0.700, 5.260, -0.772)
H (2.505, 5.249, -0.672)
C (-0.638, -3.917, 3.054)
H (-0.467, -4.309, 4.069)
H (-1.335, -3.076, 3.126)
H (-1.119, -4.712, 2.469)
C (1.414, -2.522, 3.425)
H (2.416, -2.242, 3.077)
H (0.843, -1.600, 3.587)
H (1.532, -3.015, 4.403)
C (1.634, -4.730, 2.332)
H (2.558, -4.513, 1.781)
H (1.924, -5.045, 3.347)
H (1.138, -5.588, 1.869)
C (0.021, -3.289, -1.862)
H (1.078, -3.514, -2.055)
H (-0.575, -3.826, -2.617)
H (-0.143, -2.216, -2.016)
C (-1.955, -3.547, -0.363)
H (-2.262, -2.545, -0.678)
H (-2.423, -4.273, -1.048)
H (-2.343, -3.737, 0.646)
C (-0.096, -5.212, -0.272)
H (0.982, -5.415, -0.320)
H (-0.515, -5.622, 0.656)
H (-0.566, -5.768, -1.099)
Ti (-0.229, -0.147, 0.641)
N (-1.578, -0.340, -0.983)
C (-2.262, -0.314, -1.997)
C (-2.283, 0.186, -3.519)
C (-1.419, 1.350, -4.114)
C (-1.694, -1.060, -4.202)
C (-3.773, 0.537, -3.630)
H (-1.592, 2.379, -3.780)
H (-0.326, 1.205, -4.106)
H (-1.628, 1.444, -5.198)
H (-1.975, -2.000, -3.706)
H (-1.877, -1.173, -5.275)
H (-0.597, -1.005, -4.080)
H (-4.138, 0.941, -4.578)
H (-4.354, -0.338, -3.320)
H (-4.004, 1.316, -2.883)
C (1.539, 1.469, 4.293)
C (0.407, 0.795, 3.609)
C (-0.815, 0.477, 4.391)
O (0.499, 0.522, 2.369)
H (1.256, 2.489, 4.604)
H (2.413, 1.518, 3.629)
H (1.804, 0.915, 5.209)
H (-1.679, 1.088, 4.076)
H (-1.117, -0.581, 4.310)
H (-0.620, 0.692, 5.452)

---

[3]
ORCA calculation (wB97M-V/def2-TZVPD) on a 6-piece molecular cluster, C21H30O18 overall at a distorted geometry.

Output
Net charge = 0
HOMO level = -10.427 eV
DFT total energy = -2172.43062 hartree
Structure (SMILES) = C[C@H]1COC(=O)O1.C[C@H]1COC(=O)O1.C[C@H]1COC(=O)O1.O=C1OCCO1.O=C1OCCO1.O=C1OCCO1

Cartesian coordinates (Å):
C (18.900, 19.622, 8.295)
C (19.464, 19.288, 6.902)
C (19.760, 17.855, 6.595)
O (19.000, 17.498, 5.417)
C (18.170, 18.485, 5.130)
O (17.434, 18.510, 4.128)
O (18.407, 19.554, 5.976)
H (18.660, 20.685, 8.259)
H (19.630, 19.399, 9.073)
H (17.890, 19.272, 8.507)
H (20.320, 19.901, 6.619)
H (19.366, 17.311, 7.453)
H (20.786, 17.619, 6.312)
C (17.759, 23.527, 8.380)
C (19.186, 24.210, 8.612)
C (19.676, 25.179, 7.603)
O (20.433, 26.113, 8.314)
C (19.952, 26.039, 9.541)
O (20.256, 26.840, 10.385)
O (19.178, 24.961, 9.769)
H (16.951, 24.243, 8.226)
H (17.556, 22.936, 9.273)
H (17.884, 22.941, 7.470)
H (19.963, 23.445, 8.622)
H (18.768, 25.642, 7.219)
H (20.219, 24.666, 6.809)
C (18.106, 14.728, 3.593)
C (17.106, 13.939, 4.416)
C (16.820, 14.535, 5.726)
O (15.516, 14.771, 5.823)
C (14.875, 14.520, 4.622)
O (13.701, 14.681, 4.330)
O (15.859, 14.035, 3.775)
H (17.652, 15.687, 3.343)
H (17.969, 14.139, 2.686)
H (19.166, 14.840, 3.820)
H (17.306, 12.868, 4.446)
H (17.243, 15.538, 5.684)
H (17.271, 14.096, 6.616)
O (18.162, 21.566, 1.817)
C (18.929, 20.579, 1.770)
O (18.593, 19.330, 1.723)
C (19.808, 18.525, 1.864)
C (20.889, 19.446, 1.128)
O (20.233, 20.659, 1.453)
H (20.052, 18.433, 2.922)
H (19.463, 17.515, 1.643)
H (20.760, 19.364, 0.049)
H (21.867, 19.544, 1.598)
O (21.286, 21.933, 6.945)
C (22.230, 21.676, 6.153)
O (21.964, 20.897, 5.058)
C (23.148, 20.670, 4.425)
C (24.166, 21.543, 5.149)
O (23.456, 22.056, 6.234)
H (23.476, 19.651, 4.633)
H (23.332, 20.970, 3.394)
H (24.508, 22.281, 4.424)
H (24.838, 20.842, 5.644)
O (19.245, 15.145, 8.546)
C (19.922, 14.170, 8.705)
O (21.231, 14.124, 8.918)
C (21.593, 12.814, 8.659)
C (20.500, 12.056, 9.413)
O (19.490, 12.916, 8.869)
H (21.709, 12.800, 7.575)
H (22.585, 12.469, 8.950)
H (20.654, 12.096, 10.491)
H (20.126, 11.065, 9.157)

---

[4]
ORCA calculation (wB97M-V/def2-TZVPD) on a 2-piece molecular cluster, C5H9N2S overall at a distorted geometry.

Output
Net charge = +1
HOMO level = -14.923 eV
DFT total energy = -703.23270 hartree

Cartesian coordinates (Å):
C (1.064, 1.099, 1.383)
C (2.028, 2.024, 1.695)
C (-1.081, -2.212, -0.139)
C (-0.681, -1.268, -1.221)
C (-0.966, 0.166, -0.979)
N (1.020, 2.198, -0.513)
N (0.532, 1.263, 0.186)
S (2.190, 2.987, 0.266)
H (0.543, 0.534, 2.263)
H (2.612, 2.283, 2.524)
H (-1.848, -2.800, -0.543)
H (-1.481, -1.828, 0.793)
H (-0.269, -2.692, 0.279)
H (0.279, -1.704, -1.733)
H (-1.338, -1.430, -2.149)
H (-1.722, 0.539, -0.307)
H (-0.882, 0.842, -1.804)

---

[5]
ORCA calculation (wB97M-V/def2-TZVPD) on an isolated ion of composition C4H9O2 and charge -1 at a distorted geometry.

Output
Net charge = -1
HOMO level = -2.635 eV
DFT total energy = -308.26712 hartree
Structure (SMILES) = [O-]CCCCO

Cartesian coordinates (Å):
O (-1.081, 1.585, -0.494)
C (-1.501, 0.605, 0.385)
C (-0.316, -0.115, 1.089)
C (0.583, -1.004, 0.216)
C (0.919, -0.387, -1.143)
O (1.662, 0.849, -0.959)
H (-2.145, -0.155, -0.098)
H (-2.037, 1.143, 1.194)
H (0.273, 0.776, 1.369)
H (-0.570, -0.567, 2.058)
H (0.112, -1.936, -0.071)
H (1.568, -1.142, 0.715)
H (1.593, -1.042, -1.705)
H (0.060, -0.054, -1.660)
H (0.880, 1.444, -0.895)

---

Record order is preserved below.
ΔE to the lowest compared entry with this formula, charge and spin: 0.7, 76.4, 115.6, 87.5, 48.8 kcal/mol